# 1
Entry from the Open Molecules 2025 dataset: a molecular structure, C35H53BCl2N10OSi4TeTi (ωB97M-V/def2-TZVPD).

XYZ file:
```
108
Properties=species:S:1:pos:R:3:forces:R:3
Ti -0.343800 0.153650 -0.415621 -0.0171 0.0252 1.1572
C 1.437663 -2.818346 0.607069 0.0325 -0.0129 0.0098
C 1.057847 -1.817797 1.647239 0.0173 -0.0615 0.0133
C 0.854081 -2.047679 3.008794 -0.0573 0.0305 -0.0505
C 0.380074 -0.853455 3.521633 -0.0085 -0.0122 -0.0196
C -0.077868 -0.546595 4.905406 0.0042 0.0041 0.0375
N 0.333939 0.035235 2.515630 0.1758 0.1452 -0.0350
N 0.754156 -0.550160 1.360870 -0.3189 0.2302 -0.3120
B -0.064108 1.525306 2.534109 -0.0675 0.0283 0.1353
N -1.520648 1.724964 2.054965 -0.0878 -0.0280 0.0101
N -1.858927 1.378714 0.791897 0.0719 -0.0423 -0.1027
C -3.168776 1.568777 0.667792 -0.0570 -0.0763 0.0151
C -3.940175 1.165133 -0.547156 -0.0551 0.0020 0.0015
C -3.683576 2.073193 1.868312 0.0362 0.0391 -0.0171
C -2.603190 2.155038 2.726387 0.0049 -0.0367 -0.0148
C -2.557470 2.611024 4.146040 -0.0107 0.0176 0.0272
N 0.807940 2.343214 1.564991 0.0099 -0.0095 -0.0815
N 0.667035 2.193448 0.216865 0.1583 -0.3671 -0.0441
C 1.338592 3.191890 -0.350831 -0.1901 0.0143 -0.1184
C 1.412767 3.393658 -1.824845 0.0202 -0.0443 -0.0587
C 1.898036 4.011276 0.636014 0.1692 0.0115 0.0218
C 1.549524 3.431309 1.836770 -0.0646 -0.0739 0.0225
C 1.900691 3.844574 3.225350 0.0347 0.0044 0.0395
H 1.487980 -3.806434 1.063573 -0.0031 -0.0060 -0.0054
H 2.398463 -2.584111 0.149259 -0.0974 -0.0098 0.0049
H 0.705370 -2.840475 -0.201066 -0.0266 -0.0160 0.0110
H 0.949162 -2.981200 3.535607 0.0095 0.0029 0.0135
H -0.033030 -1.453863 5.503991 0.0096 0.0038 0.0031
H -1.115379 -0.208607 4.899446 0.0031 -0.0014 -0.0014
H 0.530969 0.229246 5.373675 -0.0054 -0.0030 -0.0084
H 0.035460 1.952430 3.647187 0.0335 0.0102 0.0207
H -3.579967 0.208109 -0.925089 0.0132 0.0003 -0.0079
H -3.883244 1.899906 -1.352579 0.0038 -0.0042 0.0347
H -4.990175 1.045754 -0.281072 0.0041 -0.0027 0.0024
H -4.709490 2.318809 2.086501 0.0025 0.0030 0.0057
H -3.542397 2.967829 4.443685 -0.0004 -0.0074 -0.0078
H -1.840794 3.421324 4.284819 -0.0030 -0.0043 -0.0073
H -2.272368 1.800624 4.817522 0.0073 0.0008 -0.0028
H 1.083023 2.511873 -2.367772 -0.0260 0.0173 0.0216
H 2.441501 3.568469 -2.122381 0.1784 0.0863 -0.0290
H 0.830139 4.267737 -2.128539 -0.0293 -0.0260 -0.0016
H 2.507664 4.888243 0.490082 -0.0149 -0.0046 -0.0017
H 2.633314 4.649735 3.191069 -0.0157 0.0118 -0.0106
H 2.332777 3.012311 3.781886 -0.0060 -0.0001 -0.0103
H 1.026413 4.193303 3.777195 0.0005 -0.0004 -0.0068
Cl -0.897901 -3.631110 -3.657864 0.0061 -0.0150 0.0384
C -1.291984 -1.967897 -3.908559 0.0325 -0.0053 -0.0553
C -1.778553 -1.568704 -5.164564 -0.0133 -0.0340 0.0104
C -2.091473 -0.265769 -5.423926 0.0234 0.0155 0.0728
Cl -2.706799 0.185786 -6.989440 -0.0046 -0.0027 -0.0295
C -1.924843 0.721141 -4.423319 -0.0080 -0.0837 -0.0357
C -2.214726 2.092932 -4.564754 -0.0428 0.0869 -0.0628
C -2.022894 2.944235 -3.511829 0.0231 -0.0542 0.0448
C -1.527661 2.431167 -2.301400 -0.0688 0.1833 -0.0760
N -1.232883 1.165551 -2.150599 0.0573 -0.0951 0.1006
C -1.429266 0.297995 -3.177177 -0.0373 0.1049 -0.1663
C -1.100019 -1.061341 -2.879941 -0.0249 0.0090 -0.1929
O -0.665763 -1.342689 -1.696324 -0.0654 0.0063 0.0293
H -1.903541 -2.321588 -5.930564 -0.0070 0.0186 -0.0149
H -2.593466 2.453263 -5.511942 -0.0012 0.0193 0.0067
H -2.241074 3.999846 -3.589145 -0.0137 0.0050 -0.0286
H -1.373080 3.066134 -1.437990 0.0133 0.0112 0.0252
N -1.779669 -3.756594 4.217345 -0.0092 0.0348 -0.0225
C -2.283065 -3.101778 3.401125 -0.2146 0.0014 0.0374
N -2.962827 -2.361558 2.537840 0.5127 -0.0598 -0.0593
C -2.307509 -1.804824 1.563142 -0.4456 0.1595 0.0506
N -1.879089 -1.227477 0.645581 0.4631 -0.1189 -0.1632
C 5.262596 3.903441 -1.553667 0.0402 0.0295 -0.1394
Si 5.270640 2.480805 -2.805766 -0.0830 -0.1021 0.0932
C 4.382737 2.973077 -4.394966 0.1314 0.0888 0.0360
C 7.090635 2.267900 -3.270069 0.0061 0.1360 -0.0430
Si 4.486973 0.452209 -1.937412 0.0931 -0.1271 0.2666
Te 2.118408 -0.267348 -1.991408 0.0117 -0.0366 -0.4356
Si 5.447428 -1.208563 -3.299350 -0.0422 0.1432 0.1235
C 5.015411 -0.844219 -5.098736 0.0649 -0.0982 0.0154
C 7.331868 -1.295218 -3.145843 0.0293 -0.0501 -0.1160
C 4.808909 -2.921819 -2.858724 0.0784 -0.0038 -0.0816
Si 5.347828 0.159899 0.224892 -0.0465 0.0354 -0.2065
C 7.159414 0.695320 0.335146 0.0039 -0.0120 0.1093
C 5.246382 -1.656806 0.705015 0.0832 0.0403 0.0455
C 4.337321 1.136555 1.468094 0.0396 -0.0169 0.0880
H 5.418597 4.849500 -2.082899 0.0047 0.0147 0.0462
H 6.097300 3.774551 -0.859064 -0.0180 -0.0224 0.0030
H 4.354043 3.991093 -0.959042 -0.0684 -0.0686 -0.0179
H 4.818826 3.899586 -4.783554 -0.0498 -0.0092 -0.0251
H 3.310969 3.118947 -4.270511 -0.0570 -0.0058 0.0566
H 4.520726 2.193958 -5.148127 -0.0148 0.0063 0.0212
H 7.504418 3.253505 -3.509686 0.0387 -0.0299 -0.0191
H 7.215081 1.629271 -4.147234 -0.0227 0.0276 0.0187
H 7.682313 1.845447 -2.454556 -0.0472 0.0151 -0.0057
H 5.500411 0.069808 -5.449856 -0.0004 -0.0052 0.0077
H 3.935818 -0.725450 -5.212507 -0.0019 0.0045 0.0128
H 5.341645 -1.667179 -5.741970 -0.0159 0.0177 -0.0218
H 7.838760 -0.367370 -3.424129 -0.0801 -0.1230 0.0483
H 7.691347 -2.089138 -3.809579 0.0523 0.0195 0.0180
H 7.634639 -1.558611 -2.129474 -0.0212 0.0140 0.0093
H 3.721901 -2.973458 -2.921969 -0.0132 0.0272 -0.0099
H 5.101503 -3.211095 -1.847237 -0.0121 0.0217 -0.0130
H 5.239688 -3.648239 -3.556501 -0.0342 -0.0208 0.0264
H 7.776801 0.191907 -0.412767 -0.0291 -0.0009 0.0033
H 7.562399 0.447728 1.322716 0.0129 0.0145 -0.0164
H 7.272643 1.773026 0.193379 -0.0224 -0.0055 -0.0190
H 5.929382 -2.272658 0.114839 -0.0138 0.0177 0.0034
H 4.232982 -2.033843 0.559644 0.0784 0.0212 0.0101
H 5.507120 -1.778933 1.760897 -0.0124 -0.0193 -0.0081
H 4.425499 2.213986 1.315380 -0.0001 0.0366 -0.0339
H 4.668761 0.904312 2.486149 -0.0345 0.0271 -0.0072
H 3.280911 0.869758 1.381785 -0.0416 -0.0264 -0.0060
```
Forces are in eV/Å.

Values from the calculation:
HOMO level (spin up / spin down) = -4.3 / -4.4 eV
Expectation value of S² = 0.755
2S+1 = 2
Energy = -5209.46645 hartree
Energy relative to the best compared isomer or geometry (same formula, charge and spin) = 0.2 kcal per mole
Charge = -1
F_max = 0.0225 hartree/bohr
Frontier orbital gap (spin up / spin down) = 5.982 / 6.038 eV

---

# 2
Entry from the Open Molecules 2025 dataset: a gas-phase ion, C8H13O3S2 (charge -1) (ωB97M-V/def2-TZVPD).

XYZ file:
```
26
Properties=species:S:1:pos:R:3:forces:R:3
C -1.760813 -1.968016 1.046568 -0.5450 1.5802 4.0775
C -0.842042 -1.005332 1.067648 -0.8891 0.6490 3.1175
C 1.306381 0.037173 0.490551 1.1873 0.0541 0.0493
C 1.050670 -0.877094 -2.371156 -3.2223 2.8433 0.1788
C -1.219743 1.714521 0.319461 -1.5121 -1.0416 0.5576
C 0.404756 -1.445710 -1.089244 1.0703 -2.9351 -0.7992
C -0.607909 0.778703 -0.722665 -2.0897 1.2145 -1.3190
C -0.004207 -0.448868 -0.023343 0.0949 0.5633 -2.2076
O 1.635250 1.257349 0.342472 -0.3763 0.7246 0.0124
O 1.624882 3.401231 1.798262 0.3983 -1.2254 0.4347
O 0.765948 1.380361 2.882165 0.5689 0.2666 -0.2369
S 2.351163 -1.037919 1.096127 1.4642 -1.3189 1.3561
S 1.893819 2.002089 2.183220 -0.6131 1.6850 0.4075
H -2.504954 -2.273780 1.904341 1.9552 0.8895 -1.5168
H -1.861584 -2.479682 0.209892 -0.7927 -2.5358 -3.8583
H -0.732516 -0.473347 2.070750 0.0559 -0.5050 -1.4928
H 1.632372 0.022880 -2.162661 0.1689 -0.0909 0.0231
H 0.168190 -0.508751 -3.071284 1.8095 -0.6618 1.1483
H 1.642617 -1.520665 -2.922223 1.0850 -1.6672 -0.8747
H -1.724897 2.554375 -0.117589 -0.2688 0.4840 -0.4443
H -2.005678 1.133726 0.909045 0.7926 0.7543 -0.8041
H -0.557123 2.094766 1.061415 0.6662 0.1822 0.2880
H -0.454287 -2.026755 -1.467785 0.0392 0.0788 0.4866
H 1.161751 -2.188053 -0.600155 -1.6424 1.1782 -0.8825
H 0.134526 1.324461 -1.392335 -0.8294 -0.8388 1.2035
H -1.496577 0.552336 -1.441475 1.4243 -0.3273 1.0955
```
Forces are in eV/Å.

Values from the calculation:
HOMO level = -4.4 eV
Energy = -1334.71917 hartree
Charge = -1
F_max = 0.0911 hartree/bohr
Frontier orbital gap = 7.828 eV

---

Question: What is the formula in the first record?
Answer: C35H53BCl2N10OSi4TeTi

---

Question: Which value of energy does entry 2 give?
Answer: -1334.71917 hartree

---

Question: What is the energy in the first record?
Answer: -5209.46645 hartree